15
Properties=species:S:1:pos:R:3:forces:R:3:nbo_charge:R:1 method="wB97M-V/def2-TZVPD" de_lowest_ev=2.9426 e_lumo_ev=0.793 multiplicity=1 e_homo_ev=-8.142 gap_ev=8.9 charge=0
B 1.09373 0.32275 -0.85977 -0.867 3.499 -1.371 0.649
C -0.43704 2.00675 -1.03318 1.166 -2.186 0.254 -0.362
C -1.60100 1.46842 -0.55595 0.630 0.455 -1.193 -0.309
C -1.71299 0.21070 0.16247 -0.210 1.712 0.437 -0.262
C -0.68009 -0.48202 0.60220 -0.524 -3.584 1.321 0.014
C 1.54028 -1.54512 0.69192 0.268 0.896 1.030 -0.402
N 0.58630 -0.53649 0.08081 1.951 -0.804 0.470 -0.714
H 2.19629 0.21799 -1.48036 -1.565 0.291 0.894 -0.062
H -0.33278 3.07617 -1.45099 -0.187 -2.060 0.509 0.210
H -2.61079 1.88168 -0.67716 0.564 0.720 -0.039 0.198
H -2.68492 0.07287 0.61555 0.065 -0.453 0.066 0.216
H -0.82828 -1.36842 1.29446 -0.168 1.325 -0.671 0.188
H 2.39576 -1.64496 0.02192 -0.215 -0.092 0.013 0.220
H 1.96151 -1.13437 1.67561 -0.755 -0.483 -1.298 0.205
H 1.11401 -2.54595 0.91247 -0.152 0.763 -0.422 0.210



15
Properties=species:S:1:pos:R:3:forces:R:3:nbo_charge:R:1 method="wB97M-V/def2-TZVPD" de_lowest_ev=2.4466 e_lumo_ev=-3.916 multiplicity=1 e_homo_ev=-14.376 smiles="CC/C=C/[NH3+]" gap_ev=10.5 charge=+1
C -0.74171 1.99985 -1.13388 0.596 1.016 -2.463 -0.647
C -0.24013 1.26583 0.06825 3.787 0.568 0.586 -0.463
C -0.28132 -0.27674 0.05154 4.118 1.832 3.105 -0.080
C 0.77126 -0.99282 0.59485 -3.771 1.211 -2.350 -0.121
N 0.50374 -2.48155 0.67470 0.894 0.445 3.524 -0.707
H -1.66414 2.55844 -0.98665 -0.172 -0.375 -0.097 0.235
H -0.72498 1.48876 -2.14651 -0.507 -0.123 1.458 0.229
H 0.02420 2.75604 -1.37838 -0.480 0.095 0.291 0.236
H -0.63043 1.69205 0.98414 -0.970 -0.538 0.239 0.258
H 0.87582 1.77053 0.27017 -2.194 -2.233 -0.625 0.223
H -1.23968 -0.66042 -0.07429 -1.450 -1.132 -0.656 0.215
H 1.76839 -0.59117 0.78388 -0.342 -0.585 0.157 0.259
H 0.01897 -2.85295 -0.13606 -0.275 -0.177 0.161 0.461
H 1.42218 -2.87144 0.76019 0.868 -0.903 -0.721 0.442
H 0.13781 -2.80441 1.66805 -0.100 0.899 -2.608 0.461



52
Properties=species:S:1:pos:R:3:forces:R:3:nbo_charge:R:1 method="wB97M-V/def2-TZVPD" de_lowest_ev=0.0000 e_lumo_ev=-1.352 multiplicity=1 e_homo_ev=-6.140 gap_ev=4.8 charge=0
Ca -2.90608 -3.06310 -0.07859 0.787 0.855 -0.050 1.821
C 5.95145 7.68031 0.16442 2.600 -0.533 0.032 -0.268
O 6.27648 6.30951 0.11868 -0.356 0.167 -0.053 -0.470
C 5.27192 5.40849 0.09345 -0.036 -0.492 -0.101 0.330
C 5.68371 4.06681 0.05360 0.429 0.228 0.100 -0.256
C 4.75865 3.05159 0.02768 -0.098 -0.415 0.102 -0.153
C 3.38841 3.34229 0.03654 0.759 0.867 -0.027 -0.177
C 2.98707 4.68061 0.07082 -0.680 -0.393 0.072 -0.072
C 3.90739 5.70653 0.10015 0.197 0.978 0.071 -0.328
C 2.38955 2.31849 0.01280 -1.615 -0.851 0.010 0.390
N 1.07518 2.53705 0.00170 0.788 0.144 -0.003 -0.479
C 0.49219 1.31009 -0.01761 1.330 -0.690 -0.010 0.183
C 1.46807 0.30153 -0.02086 -0.536 1.259 0.079 0.066
N 2.66464 0.97200 0.00152 0.990 -0.072 0.030 -0.514
C 1.16643 -1.07002 -0.03437 -0.666 -0.581 -0.072 -0.019
C 2.10161 -2.11485 -0.03557 0.196 -0.271 0.061 -0.148
C 1.65156 -3.41849 -0.05346 0.797 -0.180 0.129 -0.240
C 0.28210 -3.66458 -0.06802 -0.473 -0.140 0.232 0.057
N -0.62133 -2.69312 -0.06556 1.309 0.057 0.006 -0.536
C -0.21942 -1.40675 -0.05046 1.234 -0.412 -0.060 0.132
C -1.22972 -0.38591 -0.05055 -0.547 1.097 -0.064 0.228
N -2.52177 -0.78442 -0.06452 0.196 1.263 -0.005 -0.564
C -3.48066 0.12863 -0.06629 -0.294 -0.405 0.220 0.062
C -3.22831 1.49734 -0.04964 0.040 0.872 0.117 -0.241
C -1.91747 1.93968 -0.03313 -0.461 0.244 0.100 -0.121
C -0.88756 0.98933 -0.03492 -0.369 -0.604 -0.049 -0.113
H 6.89152 8.23954 0.19199 -0.474 -0.130 0.016 0.209
H 5.27102 7.97430 0.86176 -0.971 0.179 4.092 0.180
H 5.27911 8.04575 -0.50851 -0.924 0.417 -4.061 0.181
H 6.75618 3.86104 0.07181 -0.361 0.056 -0.050 0.233
H 5.11083 2.00768 0.03116 -0.109 0.614 -0.069 0.195
H 1.90721 4.88649 0.09640 0.628 -0.033 -0.058 0.234
H 3.55490 6.75226 0.14479 0.233 -0.750 -0.058 0.223
H 3.61265 0.56775 0.03360 -1.116 0.370 -0.063 0.425
H 3.17662 -1.89558 0.00340 -0.490 -0.131 -0.061 0.215
H 2.35132 -4.26472 -0.01359 -0.371 0.489 -0.100 0.239
H -0.11102 -4.68493 -0.02323 0.094 0.293 -0.160 0.236
H -4.50644 -0.25301 -0.02610 0.315 0.081 -0.145 0.233
H -4.07008 2.20451 -0.00845 0.512 -0.418 -0.099 0.238
H -1.67214 3.00963 0.01332 -0.077 -0.577 -0.086 0.245
Cl -6.43739 -8.81280 -0.07002 -0.100 -0.385 0.001 0.021
C -5.99181 -7.15662 -0.06796 -0.716 0.690 0.019 -0.111
C -6.98661 -6.16691 -0.06663 0.766 -0.635 -0.024 -0.116
Cl -8.63950 -6.61460 -0.07122 -0.437 -0.129 0.003 0.023
C -6.62591 -4.82340 -0.06876 0.755 -0.233 0.022 -0.135
Cl -7.82863 -3.60652 -0.07191 -0.287 0.455 0.000 0.010
C -5.28005 -4.42731 -0.06590 -0.671 -1.222 -0.035 0.229
O -4.92109 -3.17260 -0.06823 -1.475 0.692 0.022 -0.953
C -4.25828 -5.44472 -0.06878 -1.236 -0.685 0.041 0.309
O -3.00535 -5.07903 -0.06944 0.725 -1.498 0.005 -0.972
C -4.65026 -6.79232 -0.06617 -0.193 0.779 -0.027 -0.170
Cl -3.43086 -7.99289 -0.07111 0.462 -0.280 0.004 0.010